Formula: C96H216F2NO4P6S2
Source: OMol25
Level of theory: ωB97M-V with the def2-TZVPD basis set

Structure (XYZ):
```
327
Properties=species:S:1:pos:R:3
C 3.4958 5.8878 -3.4321
C 3.6397 4.7813 -2.4815
C 2.6424 4.8345 -1.2860
C 2.9672 3.7956 -0.1532
P 2.2575 3.9775 1.5352
C 0.5399 4.6303 1.2751
C -0.2621 4.8166 2.5355
C -1.5759 5.5576 2.3419
C -2.5273 4.7084 1.5435
C 3.2781 5.2052 2.3931
C 2.9335 6.6807 1.9339
C 3.5409 7.8442 2.7938
C 3.2004 9.2123 2.2707
C 2.4553 2.3777 2.3152
C 1.7012 1.1446 1.6947
C 2.1007 -0.1240 2.4418
C 1.5846 -1.3475 1.7306
H 2.7063 5.7548 -4.1718
H 4.3817 6.1720 -4.0001
H 3.2224 6.8288 -2.9547
H 4.5685 4.8234 -1.9127
H 3.5019 3.7906 -2.9148
H 1.6881 4.4835 -1.6786
H 2.5740 5.8653 -0.9382
H 4.0160 3.7633 0.1420
H 2.7823 2.8165 -0.5953
H -0.0572 4.1779 0.4833
H 0.7159 5.6347 0.8901
H 0.3517 5.2490 3.3257
H -0.4932 3.8379 2.9562
H -1.3756 6.5790 2.0184
H -2.0109 5.7175 3.3284
H -3.5201 5.1582 1.5336
H -2.5757 3.6871 1.9211
H -2.1949 4.7190 0.5055
H 4.3503 5.1027 2.2261
H 3.1939 5.1172 3.4762
H 1.8692 6.8750 2.0671
H 3.1741 6.7094 0.8712
H 4.6192 7.7424 2.9164
H 2.9596 7.6704 3.6993
H 3.6958 9.3015 1.3039
H 3.5704 9.9780 2.9526
H 2.1289 9.3415 2.1182
H 2.1569 2.4671 3.3598
H 3.5280 2.2512 2.1691
H 2.1053 0.9728 0.6971
H 0.6322 1.2869 1.5368
H 1.7722 -0.1356 3.4810
H 3.1866 -0.1360 2.5355
H 1.9811 -1.3121 0.7159
H 0.4968 -1.2958 1.7782
H 1.8500 -2.3087 2.1709
C 6.1402 -4.9151 0.3431
C 6.5046 -3.3694 0.2122
C 7.3458 -3.0177 -1.0194
C 7.9898 -1.5966 -1.0207
P 8.0744 -0.8668 -2.7384
C 6.4833 -0.5682 -3.4380
C 5.2857 -0.4728 -2.4921
C 4.0925 -0.0852 -3.3807
C 2.7948 0.2014 -2.5900
C 8.7999 0.7861 -2.4751
C 8.0691 1.8950 -1.6729
C 9.1610 2.9039 -1.3673
C 8.6560 4.0096 -0.4804
C 9.1338 -1.9274 -3.6727
C 10.5929 -1.7956 -3.5029
C 11.3630 -2.9280 -4.1207
C 12.8806 -2.8865 -3.9844
H 6.9934 -5.4276 0.7874
H 5.8315 -5.2862 -0.6342
H 5.3212 -5.0683 1.0459
H 6.7500 -2.8892 1.1595
H 5.5679 -2.8417 0.0330
H 6.7041 -3.0992 -1.8968
H 8.0707 -3.8168 -1.1745
H 9.0006 -1.7426 -0.6396
H 7.4374 -0.9511 -0.3379
H 6.3891 -1.4185 -4.1134
H 6.6599 0.3221 -4.0417
H 5.3754 0.3626 -1.7977
H 5.1175 -1.4019 -1.9476
H 4.0214 -0.9523 -4.0372
H 4.3008 0.7403 -4.0613
H 2.1255 0.9914 -2.9307
H 3.1392 0.5159 -1.6048
H 2.2632 -0.7374 -2.4347
H 9.0739 1.2283 -3.4330
H 9.7144 0.5141 -1.9481
H 7.6241 1.7144 -0.6944
H 7.3566 2.3832 -2.3378
H 9.6592 3.2427 -2.2756
H 9.9171 2.3677 -0.7937
H 7.8188 4.4629 -1.0111
H 9.3825 4.7382 -0.1204
H 8.2439 3.6686 0.4693
H 8.8247 -1.7621 -4.7048
H 8.7274 -2.8938 -3.3743
H 10.8861 -1.8476 -2.4544
H 10.9705 -0.8740 -3.9459
H 11.1369 -2.9816 -5.1857
H 11.1089 -3.8348 -3.5718
H 13.4509 -3.7023 -4.4287
H 13.0864 -2.8524 -2.9146
H 13.1471 -1.9404 -4.4556
C -3.9973 6.5876 -1.6796
C -4.2889 5.1473 -2.0179
C -5.4638 4.6141 -1.1683
C -5.7856 3.1587 -1.7007
P -7.2637 2.3126 -0.9651
C -7.2975 0.5795 -1.5129
C -8.4700 -0.3564 -1.0158
C -8.2793 -0.9884 0.3806
C -7.2154 -2.0878 0.4839
C -6.9834 2.2924 0.9099
C -5.6387 1.6132 1.3310
C -5.6177 1.5276 2.8770
C -4.3175 1.0942 3.4302
C -8.8084 3.1610 -1.5238
C -9.2716 2.7661 -2.9397
C -10.3503 3.6405 -3.6362
C -11.7462 3.6342 -2.9513
H -3.2711 7.0057 -2.3767
H -3.5962 6.7914 -0.6868
H -4.9021 7.1895 -1.7634
H -3.3455 4.6035 -1.9708
H -4.6191 5.2064 -3.0550
H -6.3625 5.1985 -1.3659
H -5.2125 4.7936 -0.1229
H -4.9484 2.4823 -1.5286
H -6.0159 3.1424 -2.7660
H -6.3011 0.1658 -1.3574
H -7.2975 0.5749 -2.6029
H -8.5085 -1.2453 -1.6455
H -9.4164 0.1839 -1.0380
H -9.2363 -1.3567 0.7502
H -7.9959 -0.2925 1.1702
H -7.4973 -2.9245 -0.1553
H -7.0200 -2.3750 1.5170
H -6.2365 -1.7236 0.1723
H -7.8663 1.7844 1.2980
H -7.1717 3.3158 1.2344
H -4.7545 2.1427 0.9761
H -5.4710 0.6437 0.8619
H -6.4421 0.9163 3.2440
H -5.8934 2.5090 3.2629
H -4.4124 1.2395 4.5063
H -3.5139 1.6710 2.9722
H -4.2131 0.0159 3.3104
H -8.5847 4.2026 -1.2935
H -9.5883 2.7796 -0.8645
H -9.6939 1.7685 -2.8189
H -8.3712 2.6883 -3.5490
H -10.5418 3.2026 -4.6159
H -10.0485 4.6769 -3.7876
H -12.2666 4.4594 -3.4374
H -11.7162 4.0125 -1.9295
H -12.1997 2.6431 -2.9558
C 2.8470 -3.6757 -2.7979
C 2.4736 -4.1966 -1.4103
C 1.0622 -4.8574 -1.4862
C 0.7979 -5.5285 -0.0598
P -0.7857 -6.4409 0.2007
C -0.5355 -8.2539 -0.0974
C -0.2912 -8.6899 -1.5126
C 0.0611 -10.2534 -1.4506
C 0.2242 -11.0962 -2.7203
C -1.9112 -6.0123 -1.2514
C -3.2943 -6.6231 -1.1777
C -4.1275 -6.1492 -2.4182
C -5.4408 -6.9956 -2.5972
C -1.6196 -5.9652 1.8038
C -2.1616 -4.5051 1.7096
C -2.5574 -3.9482 3.0965
C -1.4605 -3.0473 3.5571
H 2.2732 -2.9102 -3.3201
H 2.7988 -4.5497 -3.4475
H 3.8491 -3.2473 -2.8131
H 2.5743 -3.5194 -0.5622
H 3.2297 -4.9562 -1.2117
H 0.8867 -5.5754 -2.2873
H 0.2418 -4.1769 -1.7141
H 0.7593 -4.6589 0.5963
H 1.6426 -6.1895 0.1340
H -1.4223 -8.6801 0.3718
H 0.2816 -8.6712 0.4910
H 0.4730 -8.1497 -2.0714
H -1.1224 -8.5942 -2.2113
H -0.6953 -10.7140 -0.8152
H 1.0278 -10.3600 -0.9584
H 0.9838 -10.7005 -3.3945
H -0.6180 -11.2350 -3.3982
H 0.4704 -12.0817 -2.3250
H -1.4269 -6.1369 -2.2199
H -2.0306 -4.9299 -1.2040
H -3.7387 -6.3649 -0.2165
H -3.2805 -7.7111 -1.2417
H -3.5214 -6.1347 -3.3240
H -4.4136 -5.1333 -2.1458
H -5.8088 -6.7484 -3.5930
H -6.2079 -6.7689 -1.8567
H -5.2829 -8.0737 -2.5686
H -0.7692 -5.9757 2.4855
H -2.3929 -6.6883 2.0633
H -2.9766 -4.5074 0.9858
H -1.3903 -3.8965 1.2376
H -2.7848 -4.7445 3.8053
H -3.4271 -3.2915 3.0743
H -0.4610 -3.4113 3.3192
H -1.5868 -2.7724 4.6043
H -1.4890 -2.1082 3.0045
C -7.2821 -2.1924 -5.4810
C -6.4055 -2.7028 -4.3077
C -4.9068 -2.3172 -4.5460
C -4.5773 -0.9181 -3.9220
P -3.1951 0.0756 -4.7441
C -3.0293 1.7347 -3.9482
C -1.5354 2.2072 -3.8322
C -1.3874 3.6273 -3.3784
C -0.0821 4.2726 -3.8374
C -3.5792 0.2837 -6.5329
C -2.4290 0.7494 -7.4659
C -2.5022 2.2565 -7.7652
C -1.2329 2.8531 -8.4149
C -1.6238 -0.9459 -4.7081
C -1.6473 -2.2506 -5.5941
C -0.3094 -3.0051 -5.5285
C 0.8435 -2.3564 -6.2185
H -6.8537 -2.4929 -6.4372
H -7.2584 -1.1029 -5.4611
H -8.2997 -2.4981 -5.2378
H -6.3860 -3.7833 -4.1657
H -6.8280 -2.1480 -3.4700
H -4.5965 -2.3577 -5.5901
H -4.3302 -3.0644 -4.0007
H -4.3072 -1.0521 -2.8745
H -5.5113 -0.3563 -3.9171
H -3.5067 1.6879 -2.9695
H -3.6082 2.3988 -4.5900
H -1.1433 2.1337 -4.8466
H -1.0037 1.4774 -3.2217
H -1.4772 3.6785 -2.2933
H -2.1489 4.2007 -3.9069
H -0.0592 4.2669 -4.9271
H 0.7921 3.6536 -3.6357
H 0.1527 5.1783 -3.2781
H -4.4113 0.9791 -6.4228
H -3.9513 -0.7132 -6.7692
H -2.6105 0.1927 -8.3853
H -1.4428 0.3255 -7.2765
H -2.7014 2.6736 -6.7781
H -3.3823 2.3941 -8.3934
H -1.3606 3.9205 -8.5951
H -0.9375 2.4062 -9.3642
H -0.3881 2.7246 -7.7383
H -1.5723 -1.1729 -3.6432
H -0.7705 -0.3311 -4.9944
H -1.8214 -1.9763 -6.6345
H -2.3954 -2.9762 -5.2747
H -0.4213 -3.9531 -6.0547
H -0.1892 -3.2530 -4.4739
H 0.8708 -2.5849 -7.2839
H 1.8092 -2.7344 -5.8831
H 0.8261 -1.2763 -6.0722
C 5.4630 2.2159 5.3906
C 4.9179 2.3452 6.7939
C 3.7778 1.2817 6.8777
C 3.1087 1.4415 8.2541
P 1.4935 0.5250 8.2364
C 1.7887 -1.1272 7.4826
C 0.8915 -2.2805 8.0076
C 1.0996 -3.7048 7.3777
C 2.4056 -4.3271 7.9084
C 0.9045 0.3527 9.9148
C 1.0551 1.5599 10.9373
C 0.2104 2.7997 10.5486
C -1.3696 2.5776 10.6206
C 0.2645 1.4606 7.2594
C -1.1806 0.8501 7.1052
C -1.2959 0.0631 5.8728
C -1.2803 1.0583 4.6034
H 6.3872 2.7803 5.2665
H 4.7743 2.5939 4.6350
H 5.6657 1.1744 5.1408
H 4.7129 3.4050 6.9448
H 5.7840 2.1080 7.4118
H 4.1989 0.2841 6.7523
H 3.0140 1.3168 6.1008
H 2.8329 2.4700 8.4872
H 3.7513 1.0596 9.0473
H 2.8100 -1.3823 7.7655
H 1.6308 -1.1300 6.4041
H -0.1316 -2.0296 7.7276
H 1.0297 -2.3181 9.0881
H 1.0977 -3.7555 6.2889
H 0.1888 -4.2491 7.6274
H 2.5572 -4.4186 8.9839
H 3.3023 -3.8563 7.5055
H 2.4068 -5.3806 7.6288
H 1.4122 -0.5324 10.2981
H -0.0792 -0.1081 9.8249
H 2.0833 1.8965 11.0703
H 0.8810 1.0883 11.9045
H 0.4848 3.1961 9.5710
H 0.4851 3.5460 11.2941
H -1.6691 2.5970 11.6685
H -1.6014 1.5720 10.2699
H -1.9724 3.1537 9.9185
H 0.7437 1.5707 6.2866
H 0.2178 2.4715 7.6643
H -1.9387 1.6330 7.0865
H -1.3976 0.1826 7.9392
H -2.3161 -0.3188 5.9119
H -0.5060 -0.6881 5.8676
H -2.0213 1.8547 4.6715
H -1.5019 0.5375 3.6718
H -0.2910 1.4839 4.4360
N -2.2942 -0.3083 -1.5376
S -2.1780 -1.5612 -0.7264
O -3.2237 -1.7815 0.2769
O -0.7918 -2.0738 -0.5124
F -2.6711 -2.6865 -1.8531
S -1.6292 0.7587 -0.3462
O -0.3966 1.4777 -0.7157
O -1.8541 0.4553 1.0321
F -2.8249 1.8340 -0.6925
```

Properties
Electronic energy ... -195533.3818 eV
Max |F| ... 9.3 eV/Å
Energy relative to the best compared isomer or geometry (same formula, charge and spin) ... 3.659 eV
Frontier orbital gap ... 10.26 eV
Charge ... +5